1.
117
Properties=species:S:1:pos:R:3 method="wB97M-V/def2-TZVPD" total_charge=-1 multiplicity=1 energy_ev=-101139.421 fmax_ev_per_a=2.8
C -3.84547 2.26297 -6.12872
H -3.19564 2.01262 -8.88970
H -0.23129 -1.38803 -4.58404
C 0.56074 3.99815 -0.13722
H -1.50314 -0.41521 -4.94146
O 7.41026 0.90777 0.81728
C -2.06817 -2.16482 -4.12005
H 0.36531 -2.88745 2.85616
H -8.23887 -6.91587 3.96991
Cl -3.73311 -4.07966 0.44066
H 1.36472 -0.33701 -3.75469
H -3.79676 -2.54363 4.08823
C 0.89905 3.18770 -2.03947
H -0.39613 -2.28161 -2.02939
H -1.45051 -3.33332 1.60657
H 0.98508 1.17453 4.50261
C 5.32849 1.81448 -2.76264
N -1.16586 -1.36906 -4.96600
N -0.32085 3.41568 -1.96801
C -2.53625 2.04481 -6.84719
O -3.91209 0.15880 -0.81998
H 6.14913 -0.67300 -0.66806
C 5.80873 0.60972 2.55084
H 5.75691 -0.32679 3.10788
C 4.74956 3.87284 -4.21616
H -4.64959 1.74035 -6.64922
H -0.33833 -3.85983 0.40278
C 5.63280 -0.58376 0.28518
H -3.77137 1.87391 -5.11690
H 4.12156 5.22221 3.78271
C -3.78861 -3.00732 3.10785
H -3.73293 0.18578 -3.10537
H 5.98726 3.41097 6.58250
O 3.63922 2.92706 4.64817
C -7.49813 -4.91498 4.20113
H -4.74687 -3.49215 3.00222
H -4.53384 -1.29069 2.25529
C -8.27053 -5.96454 3.43613
O 1.56434 3.53419 -0.91828
C 0.85670 -1.04963 1.81698
C -2.90813 -2.27539 -1.73277
H 5.85207 4.84490 3.69969
C -2.46132 -1.71553 -0.33023
H -4.07350 3.32930 -6.08282
C -2.44986 2.52416 -8.27937
H 3.96860 4.23576 -4.88053
C 4.97745 4.86654 4.35193
H 4.90683 0.84891 -2.49050
H 5.43300 1.82841 6.00470
C 6.38920 0.36417 1.17737
S 0.99699 4.55116 1.45261
H 6.44495 1.30852 3.09073
C 0.51011 -2.54557 1.83837
H 5.57631 -1.56983 0.74829
N -0.55266 3.95780 -0.70692
H -2.61999 3.60112 -8.32401
H 0.40984 0.17661 -0.46444
C 1.22544 -0.50649 3.21174
H 6.30465 1.66099 -3.22547
H 1.43024 2.76623 -2.85916
C 4.68795 3.47947 4.87558
H 1.48867 1.58407 1.55777
O 3.35263 1.95027 -4.03218
C -3.62227 -1.84782 2.12884
H -2.36765 -3.20784 -1.84382
H 0.85490 -1.17638 3.97995
H 4.62352 -0.20358 0.10867
C -2.77530 -0.16935 -0.36770
H -0.57389 2.96887 2.33641
H 6.67837 2.70775 5.09880
H 5.16083 5.54975 5.18302
C 4.38121 2.50025 -3.71162
H -9.30848 -5.65062 3.31445
C 0.45602 3.21799 2.56448
H -1.54560 -3.05742 -3.80247
C -0.11276 -1.85734 -1.06112
H 2.99225 -0.22972 -3.35724
H 5.69085 3.82745 -4.76574
C 1.31793 1.97124 2.55716
H 4.85096 4.56295 -3.37734
C -0.68930 -2.97012 0.93595
Cl -2.32089 -0.82728 2.78603
H -7.33559 -3.82904 6.03110
O -1.59968 1.51156 -6.30504
O -1.92501 0.58323 0.08977
O 2.76290 -0.58999 -0.99902
C 0.40137 -0.43113 -1.34966
H -4.44998 -1.89452 0.17422
C 0.74123 0.90567 3.47848
H -3.95593 -2.53054 -1.76335
O -6.54366 -4.35828 3.71759
H -7.82298 -6.09484 2.45386
C 5.77056 2.81464 5.69474
C -2.61646 -1.36457 -2.91233
H 5.43795 2.41414 -1.85753
H -1.87690 -0.59968 -2.71125
C 1.82663 -0.54848 -1.80151
H 2.28361 2.28281 2.93778
O -3.79620 -0.72626 -3.40253
H 4.80654 1.03370 2.46315
H 2.31280 -0.46790 3.27949
H -7.93164 -5.48808 6.22364
H 1.38441 -3.07791 1.47872
H 1.73906 -0.91609 1.20489
N -1.08158 -1.95862 -0.00531
H 0.48577 3.65576 3.55500
H -2.93362 -2.42286 -4.71988
H -0.34137 0.94740 3.41359
H -0.14336 0.05212 -2.15242
N 2.10278 -0.65125 -3.14352
H -9.00126 -4.22310 5.56804
C -7.97570 -4.59438 5.59902
H -2.94741 -3.68502 3.10368
H 0.77681 -2.40334 -0.78490
H -1.46005 2.30545 -8.67348
H 0.07952 -0.41535 1.40948
C -3.54897 -2.25652 0.62385

2.
142
Properties=species:S:1:pos:R:3 method="wB97M-V/def2-TZVPD" total_charge=+1 multiplicity=1 energy_ev=-192738.254 fmax_ev_per_a=4.7
C 7.87170 -0.78905 3.53220
C -2.57640 10.61772 2.62773
H -3.32894 10.55390 3.41368
N -4.30188 -5.37541 3.40447
H -2.95087 3.11322 -9.55389
C -8.95561 0.68876 -0.21536
H -4.64319 -6.50378 5.84987
H 4.93236 6.27986 -5.83071
H -2.93105 -8.90313 -3.30653
C 6.00766 10.33485 -5.67786
O 7.29982 -0.58657 -5.38320
C -3.67560 -6.00404 5.80354
H 2.05951 7.65714 3.78849
H -4.28106 -4.08321 -3.83757
C -0.11125 -7.60871 3.86012
H -2.68124 9.67672 2.08772
H 7.87554 -0.21712 -3.53549
H 6.20991 -1.96513 3.85681
H 2.80654 -0.89868 9.24161
C 8.06990 -3.12946 3.52313
O -1.31829 -7.18410 4.59761
S -4.31052 -6.43835 -3.71707
H 0.88874 7.39209 2.57194
O 4.45898 8.22199 -6.31625
H 3.54886 6.19861 -3.80413
H -3.79064 2.70623 -8.18048
H -9.44037 1.70599 -2.10407
H 2.58304 6.79736 -5.16765
H -1.43612 2.53981 -8.07440
C 9.31716 -1.25055 3.24258
H 5.27039 -1.44179 -3.66823
H 9.95317 -0.79833 4.00356
C -1.17748 10.80028 3.16634
O 5.17969 9.69062 -8.17371
H -1.16752 -0.25938 -8.63819
H 7.39450 -2.00150 5.23038
C 8.01841 -1.02401 -4.25425
H 5.49471 7.39812 -4.61081
H -6.62266 3.25766 -2.19244
C 3.73934 -4.24072 11.73613
H -0.79588 1.00804 -9.96785
O -3.49950 -6.44229 -2.47217
C 7.25972 -1.95317 4.14982
C 4.74462 7.25863 -5.38928
H -6.21363 2.40977 -0.77740
H -8.34259 -1.22111 -1.07596
H 7.73927 -3.55295 2.57475
O -3.80776 1.10212 -9.64853
H -1.08652 10.29260 4.12659
H -0.05381 -7.07360 2.91225
O 1.52371 10.68491 4.21695
C 6.21123 -1.43405 -5.65042
H 7.74048 -3.06723 -4.43412
H -3.31890 -9.54832 -4.78985
H -4.72054 -10.56668 -3.37702
O 2.34920 10.09300 1.90337
C -8.59900 1.54859 -1.42921
C -2.52160 -7.13024 3.85148
O -0.39091 -1.87572 10.33558
F -2.00303 -0.18664 0.23539
C -1.51218 0.54292 -9.29060
H -8.14726 0.69846 0.51578
F -0.16109 -0.20747 -1.27703
H -2.43602 -5.03066 4.44158
H -2.65711 0.11217 -11.09287
H 2.15540 -2.31418 8.47163
O -5.75917 -6.70489 -3.63742
C -6.86893 3.20539 -1.13192
H 9.09135 -1.08055 -4.43785
H -2.27333 -7.09695 2.79066
H -3.59418 -5.00434 6.23023
N -10.25115 1.16540 0.46325
H -3.94925 -5.01144 2.53081
O -8.18785 2.85070 -1.03037
C -4.05726 -4.83726 -4.59217
H 8.00539 0.18192 4.00911
C 3.02708 -2.91365 11.74742
H 5.51320 11.22222 -6.07307
C 1.12028 8.05577 3.40502
H -2.91675 11.41118 1.96239
H 5.37602 -3.04513 -4.47527
H 3.05832 -5.06214 11.95877
H -7.79108 1.03843 -1.95371
H -5.65185 -9.56581 -4.47445
S 5.72711 9.08959 -6.97892
H -10.86189 1.69015 -0.14644
H 1.18447 -0.78273 8.47990
H -4.88801 -4.64951 3.79129
C -2.81232 0.15526 -10.01484
O 6.85448 8.17503 -7.09669
H -10.72228 0.41856 0.95353
H 5.28865 -0.93101 -5.94007
H -4.90841 -6.07515 3.00125
S 1.34656 9.92121 2.96041
C -2.03265 1.67702 -8.37080
H -10.01479 1.88368 1.13281
H 7.50466 -2.50092 -2.78532
S 1.00704 -1.64121 10.67235
C -3.17922 -5.82516 4.37422
C 1.87390 -1.42214 9.03121
C -3.26796 2.22515 -9.00719
H 7.50177 -0.90449 2.51341
H -6.67267 4.20361 -0.74060
H -3.01032 -6.70212 6.31165
H -3.09284 -0.83761 -9.66324
H -2.29133 1.22602 -7.41279
As -0.23552 0.11685 0.47186
H -3.08086 -8.05598 3.98689
H -2.98976 -4.75528 -4.79671
O 1.33925 -0.51718 11.59011
H 0.75034 -7.45127 4.50895
F -0.03246 -1.64372 0.84216
F -0.41849 0.50108 2.15689
H 6.40172 -2.08054 -6.50708
H 0.22536 8.14475 4.02088
C -4.99473 -9.53672 -3.60529
O -0.16354 10.27438 2.32743
H 3.20325 7.86514 -3.89467
H 3.91040 -4.37053 10.66749
H 9.63322 -0.85766 2.27622
F 1.53183 0.33479 0.60499
H 5.46465 9.96368 -4.80869
C 3.43839 7.00806 -4.52571
H -5.48105 -8.94539 -2.82945
C -9.20958 -0.79844 -0.56824
C 7.32787 -2.25707 -3.83287
H -1.06490 11.87044 3.34008
H -4.62850 -4.79391 -5.51949
C -3.73730 -8.87739 -4.03960
H 7.08477 10.49751 -5.71644
C 5.89074 -2.10666 -4.26924
H 8.02686 -3.96349 4.22359
H -0.27688 -8.68066 3.75252
H 3.68567 -2.10825 11.42233
H -10.13634 -0.98734 -1.11003
H 2.86503 -2.64699 12.79180
O -3.68269 -7.64168 -4.68952
F -0.35929 1.83219 0.14141
O 9.37295 -2.68182 3.31062
H -9.30462 -1.44416 0.30475
H 4.70033 -4.47413 12.19454
O 1.78359 -3.00959 11.06284

3.
74
Properties=species:S:1:pos:R:3 method="wB97M-V/def2-TZVPD" total_charge=+2 multiplicity=8 energy_ev=-81476.394 fmax_ev_per_a=1.0
S -0.53599 4.50512 0.82227
H -0.06951 1.61659 -1.02212
H -1.82984 -2.36652 3.64441
C 0.43120 -3.54557 1.59985
O -0.37211 3.20143 1.72404
H 0.52489 -2.62401 2.18446
H -3.45464 -1.06213 -3.38386
C 3.74286 -1.36314 -1.84013
H -2.23337 -0.24856 -1.38676
Cl -0.67581 4.08991 -2.08852
C -2.47009 0.28591 2.38311
C -2.14774 -3.60319 1.89742
H 0.18549 1.28923 1.88216
H 1.99019 -0.11880 -2.13822
C 3.35830 1.00425 -0.88261
C 4.81939 1.50137 -0.85218
H -1.72169 1.02827 2.69095
H -3.80903 1.75547 -1.28220
H -3.85785 0.60202 -3.85363
H 3.11884 0.54195 0.08570
H -0.91248 0.49011 0.04404
H 1.11757 -3.97495 -0.41374
C 4.98533 2.91209 -0.23754
H -1.84105 -1.13320 0.86219
C -3.64563 -0.05588 -3.00294
C -2.30598 -2.27313 2.65972
C -2.45794 0.46593 -2.18408
H 1.55190 -1.44219 0.17282
C 3.07248 0.01283 -2.01907
H 1.20938 2.24095 0.79519
C -2.95750 2.33489 0.84909
H -3.05702 -3.79578 1.31333
O 0.77093 4.86505 0.34585
I -0.72168 0.40081 -3.45812
C -1.54561 3.83547 -0.55831
O -1.38302 5.37694 1.58121
H -2.42396 4.48543 -0.58861
C -0.67214 1.55376 -0.11257
H 4.59103 -1.28468 -1.14753
C -2.75718 1.84065 -1.58935
H -2.74149 2.59099 -2.38819
H -4.40509 0.97418 1.66480
H 5.31173 3.63876 -0.98858
H 2.35290 -4.26305 0.85887
H -3.85566 2.86522 0.50382
C 2.24942 -2.28352 0.08910
C -1.96275 2.35859 -0.34318
H -0.68124 -0.92344 2.17153
C 2.78981 -2.45768 -1.34050
C 1.54374 -3.57439 0.53539
H 5.20087 1.49894 -1.87862
H 3.09397 -2.09646 0.76567
H -1.01539 -4.71951 0.46262
H 3.43145 0.45717 -2.95672
H 5.72037 2.92163 0.56966
C -3.37251 0.92590 1.29863
H -4.54096 -0.09496 -2.36460
H -3.06994 0.08748 3.27700
H -2.06577 -4.42274 2.62652
H -3.37794 -2.13078 2.84121
C -0.95277 -3.69886 0.94398
H 4.04125 3.28030 0.18291
H -3.40195 0.27304 0.41568
Eu 1.17710 -6.11810 -0.12763
H -1.03971 -2.99063 0.10641
H 5.43441 0.79770 -0.27695
H 1.94122 -2.53081 -2.04025
C -1.75729 -1.01991 1.95529
H 3.33401 -3.42640 -1.37931
H -2.58658 2.90408 1.70532
H 4.15647 -1.70651 -2.79675
H 2.69219 1.86668 -1.00064
C 0.17075 2.03782 1.08179
H 0.57447 -4.36542 2.32998